Entry 1:
Here is C25H46KO21Rb as an isolated structure from the Open Molecules 2025 dataset. Energies are from ωB97M-V/def2-TZVPD.

Cartesian coordinates (Å):
Rb: -1.673 2.115 -0.606
K: -2.708 -1.375 3.273
O: -5.206 -4.604 1.045
O: 1.293 4.168 1.439
O: 4.157 -3.818 1.487
O: -2.718 1.086 -3.123
O: -1.501 -0.583 -3.971
O: -2.103 1.080 -5.271
O: -0.597 4.555 0.265
O: -1.383 -0.968 5.794
O: 0.863 6.184 0.952
O: -2.184 -4.239 0.956
O: -0.588 -1.244 1.890
O: 2.714 -2.135 1.215
O: 4.839 -1.808 0.628
O: -0.474 -0.098 0.026
O: -4.780 -2.800 2.183
O: -0.369 0.987 5.392
O: -4.789 -2.821 -0.145
O: -2.210 -3.877 3.157
O: -1.594 0.761 1.842
O: 1.943 3.108 -2.037
O: 0.908 1.730 -4.398
C: 3.933 -2.672 1.139
C: -0.894 -0.170 1.260
C: 2.947 3.604 -1.181
C: -4.422 -1.397 -0.201
C: 0.401 4.914 0.803
C: 2.522 -0.880 0.574
C: -4.954 -3.352 1.122
C: -2.127 0.529 -4.016
C: -0.431 -0.378 5.343
C: 1.865 3.648 -3.298
C: -1.554 -3.967 2.089
C: 0.876 1.407 4.873
C: 0.243 7.195 0.168
C: 1.000 0.856 -5.506
C: -0.042 -3.597 0.350
C: 2.015 2.573 -4.363
C: 1.434 0.296 3.955
C: -0.080 -3.760 1.895
C: 0.770 -0.950 4.577
C: -5.136 -5.415 2.191
C: -2.366 2.532 -5.394
C: 0.974 2.741 1.469
C: -1.326 -4.146 -0.181
C: -1.579 -1.555 -2.908
C: 6.200 -2.309 0.605
H: -0.984 -2.417 -3.277
H: 0.382 -4.660 2.285
H: 0.905 4.207 -3.486
H: 6.603 -2.589 -0.354
H: -1.871 -3.509 -0.872
H: 6.201 -3.301 1.183
H: -1.136 -1.107 -1.993
H: -0.719 7.490 0.490
H: 1.341 1.356 -6.396
H: 0.337 -2.966 2.488
H: 1.402 -1.497 5.381
H: -1.761 3.050 -4.641
H: 0.464 -1.731 3.854
H: 3.068 2.943 -0.270
H: 2.734 4.609 -0.842
H: 1.753 0.100 -5.313
H: 1.153 0.375 2.918
H: 0.011 0.424 -5.575
H: 2.072 3.093 -5.284
H: 0.943 2.341 0.410
H: 2.668 4.429 -3.436
H: -5.565 -6.333 1.810
H: -4.108 -5.485 2.491
H: 3.845 3.535 -1.785
H: -1.275 -5.176 -0.619
H: 6.776 -1.601 1.171
H: -2.585 -1.864 -2.741
H: -3.313 -1.257 -0.390
H: 0.140 -2.533 0.323
H: 1.569 1.539 5.714
H: 0.915 8.048 0.293
H: -4.904 -1.153 -1.165
H: -3.448 2.744 -5.295
H: -0.031 2.577 1.833
H: 1.482 -0.598 0.540
H: 3.120 -0.068 1.055
H: -4.750 -0.857 0.674
H: 2.933 1.951 -4.123
H: 2.523 0.229 3.961
H: 2.863 -0.899 -0.453
H: 0.225 6.874 -0.838
H: -1.990 2.810 -6.348
H: 0.822 2.422 4.475
H: 0.958 -4.021 -0.017
H: -5.719 -4.945 2.939
H: 1.841 2.264 1.866

Frontier orbital gap   0.2680 hartree
LUMO   0.001 Eh
Net charge   0

---

Entry 2:
Here is C25H46N7NaP2S2 as an isolated structure from the Open Molecules 2025 dataset. Energies are from ωB97M-V/def2-TZVPD.

Cartesian coordinates (Å):
S: -0.127 3.423 -3.484
S: -2.746 3.633 -5.033
P: -1.306 -2.311 2.889
P: -3.493 0.537 0.526
Na: -0.213 1.318 -0.639
N: -0.013 -1.088 -0.964
N: 5.452 -2.513 0.092
N: 2.585 1.571 -0.135
N: -0.008 3.827 1.124
N: -1.854 1.398 -3.882
N: -1.155 0.755 -3.018
N: 4.701 -2.174 -2.054
C: 3.701 1.095 0.720
C: -4.690 1.318 1.634
C: -1.930 5.232 -5.384
C: 4.926 -4.606 1.240
C: -2.295 -3.826 2.532
C: 1.409 3.336 1.323
C: 4.636 -5.201 -0.014
C: 4.594 -4.440 -1.153
C: -0.800 3.706 2.354
C: 5.437 -3.280 1.218
C: 0.381 -1.943 -0.028
C: 4.900 -3.033 -1.024
C: -1.301 -2.750 -2.074
C: -1.545 2.717 -4.093
C: 0.003 -3.223 -0.054
C: -0.132 5.067 0.440
C: 2.748 1.242 -1.569
C: -0.834 -1.406 -2.003
C: -3.415 -1.119 1.357
C: -0.847 -3.641 -1.075
C: -4.395 0.046 -0.967
C: -2.749 -1.069 2.768
C: -1.177 -2.456 4.715
C: 2.171 2.973 0.016
C: -1.462 -0.505 -2.889
H: -3.815 0.141 -1.873
H: 4.725 -5.051 2.219
H: 2.717 0.116 -1.740
H: -0.250 -2.991 4.841
H: 0.365 -3.848 0.738
H: 4.466 -4.893 -2.141
H: 0.998 -1.508 0.749
H: -2.319 -4.002 1.435
H: -0.588 2.703 2.800
H: -1.978 -3.029 -2.896
H: -2.734 5.798 -4.841
H: -4.771 -0.968 -0.783
H: -5.254 0.700 -1.113
H: 0.653 5.864 0.590
H: -2.818 -1.773 0.746
H: -1.034 5.437 -4.827
H: 5.227 -1.298 -1.995
H: -3.477 -1.382 3.501
H: 4.176 -6.208 0.006
H: 2.973 3.713 -0.136
H: -1.875 -4.697 3.017
H: 1.496 3.190 -0.858
H: 4.632 1.612 0.401
H: 4.448 -2.588 -2.984
H: -1.912 3.840 2.219
H: -4.187 1.428 2.655
H: -0.471 4.572 3.039
H: 5.748 -2.750 2.137
H: 3.531 1.367 1.765
H: 0.056 4.877 -0.651
H: -5.707 0.769 1.715
H: -4.455 -1.448 1.457
H: -1.067 -1.472 5.233
H: -2.455 -0.041 2.981
H: 1.949 4.218 1.735
H: -3.366 -3.708 2.708
H: -1.133 5.498 0.632
H: -1.998 -2.967 5.224
H: 3.741 0.001 0.623
H: 1.347 2.484 2.005
H: 1.985 1.720 -2.222
H: 3.769 1.626 -2.000
H: -1.939 5.568 -6.442
H: -1.248 -4.651 -1.016
H: -2.388 -0.909 -3.270
H: -4.915 2.328 1.207

Frontier orbital gap   0.2497 hartree
LUMO   0.001 Eh
Net charge   0